[1]
# C49H38BrGeInN4O2STe

A structure of composition C49H38BrGeInN4O2STe (ωB97M-V/def2-TZVPD, the OMol25 dataset).

Structure (XYZ):
```
98
C49H38BrGeInN4O2STe ωB97M-V/def2-TZVPD
In -0.734 0.807 0.212
O -1.728 2.437 -1.087
C -1.059 2.361 -2.143
O 0.150 2.752 -2.250
C -1.653 1.594 -3.268
C -1.713 2.136 -4.546
C -2.242 1.404 -5.593
C -2.669 0.103 -5.355
C -2.573 -0.454 -4.090
C -2.082 0.283 -3.009
S -2.008 -0.592 -1.454
H -1.330 3.136 -4.708
H -2.309 1.833 -6.584
H -3.073 -0.490 -6.166
H -2.879 -1.480 -3.925
C 3.862 -4.404 -1.816
C 3.557 -4.551 -0.470
C 2.593 -3.758 0.137
C 1.918 -2.803 -0.614
C 2.205 -2.663 -1.974
C 3.175 -3.455 -2.565
N 1.000 -1.909 -0.039
N 0.421 -2.265 1.188
C 0.550 -1.249 2.202
C 1.115 -1.678 3.399
C 1.254 -0.809 4.472
C 0.856 0.510 4.330
C 0.328 0.945 3.117
C 0.162 0.081 2.035
H 4.619 -5.022 -2.278
H 4.077 -5.293 0.122
H 2.352 -3.873 1.185
H 1.663 -1.931 -2.565
H 3.392 -3.330 -3.618
H 1.447 -2.707 3.471
H 1.672 -1.163 5.407
H 0.969 1.207 5.152
H 0.051 1.985 3.012
Br -5.802 -2.697 4.481
C -4.867 -1.312 3.595
C -4.307 -0.287 4.337
C -3.583 0.703 3.685
C -3.427 0.654 2.307
C -4.004 -0.372 1.570
C -4.736 -1.353 2.215
N -2.585 1.593 1.643
C -2.757 2.836 1.806
C -1.755 3.808 1.305
C -2.116 5.093 0.956
C -1.145 5.921 0.410
C 0.147 5.445 0.289
C 0.423 4.150 0.707
N -0.508 3.336 1.193
H -4.420 -0.264 5.412
H -3.099 1.489 4.253
H -3.882 -0.390 0.493
H -5.187 -2.159 1.652
H -3.630 3.223 2.335
H -3.141 5.423 1.071
H -1.399 6.920 0.081
H 0.933 6.057 -0.130
H 1.428 3.748 0.656
Ge 1.432 1.255 -1.588
C 3.049 2.039 -0.820
C 3.879 1.048 -0.284
C 5.112 1.375 0.269
C 5.522 2.701 0.310
C 4.701 3.694 -0.207
C 3.476 3.363 -0.773
C 1.949 1.044 -3.465
C 1.171 0.254 -4.314
C 1.396 0.249 -5.684
C 2.407 1.033 -6.221
C 3.204 1.803 -5.385
C 2.981 1.804 -4.013
H 0.371 -1.502 -0.726
H 3.567 0.005 -0.287
H 5.746 0.594 0.671
H 6.479 2.960 0.744
H 5.018 4.730 -0.174
H 2.863 4.149 -1.204
H 0.373 -0.360 -3.909
H 0.777 -0.362 -6.330
H 2.573 1.045 -7.292
H 4.005 2.403 -5.801
H 3.618 2.401 -3.371
Te -1.476 -3.032 0.861
C -1.884 -4.075 2.640
C -2.766 -5.146 2.499
C -3.186 -5.854 3.616
C -2.717 -5.509 4.877
C -1.840 -4.442 5.015
C -1.430 -3.716 3.904
H -3.123 -5.437 1.517
H -3.874 -6.682 3.499
H -3.043 -6.061 5.749
H -1.476 -4.162 5.997
H -0.772 -2.867 4.032
```

* HOMO-LUMO gap: 6.6006 eV
* LUMO: -0.73 eV

Löwdin population analysis, charges in e, atoms 1 to 2: In 0.563; O -0.047

=====

[2]
# C49H39Cl3IN7OPS2TeV

A structure of composition C49H39Cl3IN7OPS2TeV (ωB97M-V/def2-TZVPD, the OMol25 dataset).

Structure (XYZ):
```
105
C49H39Cl3IN7OPS2TeV ωB97M-V/def2-TZVPD
V -1.522 0.728 -0.394
I 0.750 2.134 0.396
C 0.924 1.828 2.628
C 2.119 1.407 3.144
C 2.371 1.368 4.531
C 1.419 1.818 5.392
C 0.170 2.282 4.908
C -0.754 2.814 5.836
C -1.955 3.298 5.416
C -2.299 3.180 4.060
C -1.462 2.632 3.113
P -2.285 2.382 1.458
C -2.533 4.092 0.880
C -3.272 4.273 -0.290
C -3.453 5.540 -0.819
C -2.850 6.636 -0.219
C -2.067 6.459 0.912
C -1.914 5.193 1.462
C -3.954 1.884 2.070
C -4.025 0.680 2.774
C -5.242 0.172 3.195
C -6.421 0.849 2.904
C -6.362 2.040 2.198
C -5.138 2.556 1.786
C -0.131 2.233 3.509
H 2.915 1.119 2.464
H 3.326 1.013 4.899
H 1.597 1.848 6.461
H -0.474 2.841 6.883
H -2.660 3.735 6.112
H -3.286 3.512 3.763
H -3.672 3.412 -0.811
H -4.022 5.661 -1.731
H -2.965 7.623 -0.651
H -1.565 7.303 1.366
H -1.299 5.064 2.343
H -3.114 0.134 2.992
H -5.270 -0.762 3.744
H -7.376 0.451 3.227
H -7.272 2.580 1.964
H -5.112 3.494 1.248
S -1.609 -3.511 1.396
C -1.226 -2.548 2.771
C -1.039 -1.239 2.441
C -1.213 -0.922 1.048
C -1.509 -2.086 0.377
C -1.664 -2.166 -1.073
C -2.057 -3.320 -1.753
C -2.165 -3.277 -3.131
C -1.886 -2.095 -3.801
C -1.514 -0.985 -3.058
N -1.414 -1.021 -1.732
H -1.149 -3.003 3.747
H -0.765 -0.501 3.188
H -2.272 -4.229 -1.205
H -2.469 -4.161 -3.679
H -1.960 -2.022 -4.877
H -1.284 -0.020 -3.498
Te -0.636 2.637 -2.272
N -4.780 -2.166 0.829
C -5.809 -1.746 0.081
N -6.946 -2.507 0.102
N -5.818 -0.672 -0.680
C -4.649 -0.056 -0.717
N -3.590 0.405 -0.695
H -4.739 -3.123 1.134
H -3.881 -1.698 0.762
H -7.146 -2.996 0.958
H -7.737 -2.051 -0.322
Cl 5.407 -0.337 3.553
C 5.355 -0.639 1.844
C 4.320 -1.379 1.302
C 4.348 -1.656 -0.057
C 5.370 -1.198 -0.883
C 5.368 -1.569 -2.346
C 4.968 -0.418 -3.289
N 3.577 -0.544 -3.652
C 3.110 -1.277 -4.720
C 1.758 -1.354 -4.546
N 1.390 -0.701 -3.401
C 2.493 -0.230 -2.888
O 6.628 -2.116 -2.735
C 6.576 -3.517 -2.948
C 5.742 -3.879 -4.143
C 4.531 -4.504 -4.113
Cl 3.671 -5.025 -2.722
S 3.843 -4.717 -5.670
C 5.193 -3.958 -6.404
C 6.111 -3.563 -5.485
C 6.353 -0.399 -0.305
Cl 7.601 0.323 -1.277
C 6.367 -0.126 1.051
H 3.513 -1.737 1.926
H 3.549 -2.247 -0.491
H 4.600 -2.336 -2.476
H 5.568 -0.503 -4.195
H 5.153 0.562 -2.849
H 3.780 -1.653 -5.475
H 1.030 -1.823 -5.188
H 2.560 0.362 -1.987
H 6.204 -4.032 -2.056
H 7.609 -3.826 -3.109
H 5.233 -3.839 -7.474
H 7.032 -3.055 -5.736
H 7.150 0.481 1.480
```

* HOMO-LUMO gap (alpha / beta): 4.2137 / 4.3529 eV
* expectation value of S²: 3.7730
* 2S+1: 4
* LUMO (alpha / beta): 1.92 / 1.92 eV
* relative energy (zero: lowest compared OMol25 entry of this formula, charge and spin): 155.08 kJ/mol
* charge: -1

Löwdin population analysis, charges in e, atoms 1 to 2: V -0.107; I 0.745

=====

[3]
# C49H39N2OP2W

A structure of composition C49H39N2OP2W in a non-equilibrium geometry (ωB97M-V/def2-TZVPD, the OMol25 dataset).

Structure (XYZ):
```
94
C49H39N2OP2W ωB97M-V/def2-TZVPD
W -0.342 0.554 0.885
O 0.867 0.827 2.487
C 0.861 1.906 3.266
C 1.199 1.782 4.620
C 1.146 2.865 5.470
C 0.760 4.124 5.002
C 0.485 4.277 3.663
C 0.555 3.192 2.778
C 0.466 3.418 1.340
N 0.177 2.529 0.389
C 0.357 3.143 -0.838
C 0.749 4.417 -0.629
N 0.807 4.574 0.740
H 1.497 0.802 4.973
H 1.403 2.738 6.515
H 0.695 4.967 5.676
H 0.193 5.253 3.288
H 0.193 2.613 -1.759
H 0.997 5.207 -1.315
H 1.124 5.394 1.228
C 0.894 -0.256 -0.419
C 1.718 -0.996 -1.021
C 2.584 -1.815 -1.655
C 2.893 -3.129 -1.056
C 4.116 -3.764 -1.285
C 4.401 -4.983 -0.689
C 3.470 -5.593 0.141
C 2.252 -4.969 0.380
C 1.969 -3.749 -0.208
C 3.184 -1.371 -2.931
C 3.487 -0.023 -3.132
C 4.029 0.409 -4.331
C 4.269 -0.499 -5.354
C 3.959 -1.840 -5.171
C 3.424 -2.275 -3.969
H 4.858 -3.289 -1.914
H 5.357 -5.457 -0.871
H 3.694 -6.548 0.599
H 1.520 -5.440 1.024
H 1.016 -3.265 -0.031
H 3.304 0.680 -2.327
H 4.272 1.455 -4.468
H 4.698 -0.165 -6.289
H 4.134 -2.550 -5.969
H 3.170 -3.320 -3.837
C -4.270 0.008 0.017
P -2.480 -0.401 0.024
C -2.116 -0.551 1.825
C -1.306 -1.581 2.331
C -0.896 -1.547 3.670
C -1.236 -0.487 4.482
C -1.957 0.591 3.963
C -2.374 0.582 2.646
C -2.373 -2.094 -0.615
C -3.181 -3.115 -0.111
C -3.033 -4.408 -0.583
C -2.086 -4.688 -1.563
C -1.288 -3.675 -2.072
C -1.427 -2.378 -1.597
P -4.736 1.238 -1.295
C -6.506 1.491 -0.874
C -7.292 0.537 -0.234
C -8.641 0.779 0.007
C -9.217 1.972 -0.394
C -8.444 2.925 -1.046
C -7.103 2.684 -1.288
C -4.019 2.748 -0.527
C -4.348 3.160 0.767
C -3.830 4.335 1.288
C -3.001 5.134 0.505
C -2.686 4.746 -0.787
C -3.181 3.549 -1.295
H -4.578 0.357 1.002
H -4.772 -0.935 -0.198
H -1.093 -2.447 1.719
H -0.312 -2.367 4.065
H -0.924 -0.476 5.519
H -2.176 1.447 4.589
H -2.949 1.414 2.251
H -3.913 -2.908 0.662
H -3.655 -5.200 -0.185
H -1.973 -5.700 -1.929
H -0.550 -3.894 -2.834
H -0.794 -1.585 -1.975
H -6.872 -0.409 0.082
H -9.238 0.028 0.509
H -10.266 2.160 -0.203
H -8.890 3.857 -1.370
H -6.508 3.434 -1.798
H -5.045 2.576 1.360
H -4.095 4.646 2.291
H -2.628 6.072 0.897
H -2.065 5.379 -1.408
H -2.933 3.242 -2.305
```

* HOMO-LUMO gap (alpha / beta): 6.5007 / 5.8408 eV
* expectation value of S²: 2.4871
* 2S+1: 3
* LUMO (alpha / beta): -2.99 / -3.22 eV
* relative energy (zero: lowest compared OMol25 entry of this formula, charge and spin): 24.35 kJ/mol
* charge: +1

Löwdin population analysis, charges in e, atoms 1 to 2: W 1.334; O -0.229

=====

[4]
# C49H40FLaN5O4S3

A structure of composition C49H40FLaN5O4S3 in a non-equilibrium geometry (ωB97M-V/def2-TZVPD, the OMol25 dataset).

Structure (XYZ):
```
103
C49H40FLaN5O4S3 ωB97M-V/def2-TZVPD
La -1.971 0.704 -0.447
F 5.206 0.004 -2.237
C 4.634 0.030 -1.021
C 3.282 0.117 -0.932
C 2.655 0.172 0.319
C 1.223 0.327 0.421
O 0.466 0.429 -0.595
C 0.694 0.389 1.742
C 1.507 0.291 2.825
N 2.840 0.124 2.728
C 3.646 0.018 3.943
C 4.299 -1.295 4.260
C 3.135 -0.820 5.072
C 3.447 0.097 1.471
C 4.840 0.002 1.351
C 5.463 -0.010 0.117
N 6.869 -0.088 0.030
C 7.527 -0.351 -1.257
C 9.025 -0.575 -1.008
N 9.201 -1.093 0.397
C 8.882 -0.007 1.405
C 7.682 0.786 0.879
C -0.779 0.668 1.730
O -1.121 1.826 1.352
O -1.608 -0.274 1.705
H 2.690 0.174 -1.837
H 1.122 0.351 3.835
H 4.172 0.932 4.184
H 5.286 -1.275 4.709
H 4.123 -2.113 3.571
H 3.314 -0.452 6.073
H 2.194 -1.341 4.945
H 5.437 -0.080 2.246
H 7.426 0.468 -1.970
H 7.089 -1.238 -1.704
H 9.609 0.338 -1.067
H 9.442 -1.298 -1.703
H 10.143 -1.453 0.547
H 8.555 -1.869 0.538
H 9.768 0.615 1.502
H 8.688 -0.500 2.354
H 8.019 1.662 0.315
H 7.111 1.158 1.720
S -9.315 -0.555 -0.748
C -9.620 -2.227 -0.699
C -8.468 -2.950 -0.677
C -7.318 -2.117 -0.704
C -7.619 -0.787 -0.745
C -6.677 0.346 -0.782
C -5.299 0.101 -0.807
N -4.381 1.051 -0.858
C -4.762 2.354 -0.885
C -6.104 2.704 -0.820
C -6.476 4.097 -0.781
C -5.538 5.058 -0.795
C -4.137 4.722 -0.886
C -3.129 5.699 -0.902
C -1.801 5.357 -1.021
C -1.531 3.988 -1.150
N -2.450 3.041 -1.114
C -3.752 3.389 -0.964
C -0.720 6.360 -1.037
C -0.842 7.715 -1.083
C 0.409 8.393 -1.088
C 1.459 7.533 -1.043
S 0.938 5.911 -0.996
C -7.054 1.670 -0.776
H -10.637 -2.591 -0.690
H -8.444 -4.031 -0.646
H -6.306 -2.511 -0.694
H -4.934 -0.921 -0.793
H -7.529 4.352 -0.728
H -5.819 6.104 -0.749
H -3.417 6.741 -0.814
H -0.508 3.658 -1.298
H -1.794 8.232 -1.126
H 0.517 9.468 -1.128
H 2.514 7.767 -1.037
H -8.106 1.937 -0.732
O -1.956 -1.445 -1.178
S -1.820 -2.576 -0.126
C -3.237 -3.595 -0.380
C -3.905 -4.028 0.760
C -5.001 -4.872 0.607
C -5.409 -5.247 -0.665
C -4.742 -4.779 -1.798
C -3.643 -3.948 -1.664
C -0.521 -3.605 -0.721
C 0.084 -4.445 0.206
C 1.060 -5.324 -0.241
C 1.423 -5.333 -1.583
C 0.822 -4.463 -2.488
C -0.163 -3.586 -2.060
H -3.575 -3.721 1.747
H -5.531 -5.232 1.479
H -6.257 -5.911 -0.781
H -5.074 -5.074 -2.785
H -3.111 -3.589 -2.538
H -0.214 -4.429 1.251
H 1.532 -6.004 0.456
H 2.179 -6.026 -1.930
H 1.113 -4.476 -3.531
H -0.641 -2.900 -2.751
```

* HOMO-LUMO gap: 6.7779 eV
* LUMO: -6.78 eV
* relative energy (zero: lowest compared OMol25 entry of this formula, charge and spin): 64.49 kJ/mol
* charge: +3

Löwdin population analysis, charges in e, atoms 1 to 2: La 2.234; F 0.079